The following is a quantum chemistry calculation of an isolated molecule of C9H14N2S at a distorted geometry, from OMol25.

Results
**Molecular weight**: 182.29 u
**Strongest force on any atom**: 3.37 eV/A
**Relative energy (zero: lowest compared OMol25 entry of this formula, charge and spin)**: 1.5716 eV
**Charge**: 0
**Calculated total energy**: -858.99665 Eh
**HOMO level**: -9.99 eV
**SMILES**: CCC[C@H](C)[C@](S)(C#N)CC#N
**Kohn-Sham gap**: 0.385 hartree
**LUMO level**: 0.4917 eV

Positions of all 26 atoms, in Å:
C1 2.991 -0.735 0.442
C2 1.662 -1.265 -0.117
C3 0.937 -0.268 -1.025
C4 -0.109 0.596 -0.341
C5 0.438 1.264 0.900
C6 -1.455 -0.154 -0.081
S1 -1.781 -0.533 1.697
C7 -1.551 -1.387 -0.819
N1 -1.614 -2.327 -1.513
C8 -2.638 0.716 -0.576
C9 -2.675 1.988 0.088
N2 -2.728 3.032 0.590
H1 3.370 0.079 -0.149
H2 3.739 -1.510 0.498
H3 2.835 -0.368 1.442
H4 1.875 -2.137 -0.708
H5 1.045 -1.545 0.724
H6 0.538 -0.764 -1.893
H7 1.690 0.411 -1.398
H8 -0.349 1.396 -1.026
H9 1.313 1.830 0.621
H10 0.762 0.550 1.629
H11 -0.260 1.953 1.346
H12 -1.941 -1.862 1.631
H13 -3.549 0.207 -0.318
H14 -2.543 0.831 -1.643

Here are the Mulliken charges for atoms 1 to 6, given in e: C -1.260; C -0.431; C -1.661; C 0.414; C -1.815; C 1.188